Below is a molecular structure, C4H8O2, with properties calculated with wB97M-V/def2-TZVPD.

Last column: natural (NBO) charge in e.
CARTESIAN COORDINATES (ANGSTROEM)
1 C -1.614 -1.059 0.254  -0.522
2 C -0.048 0.084 0.064  -0.360
3 C 1.514 0.011 -0.296  -0.069
4 O 2.267 0.872 0.576  -0.728
5 C -0.816 1.058 -0.731  0.397
6 O -2.025 0.981 -0.760  -0.538
7 H -2.590 -0.653 0.638  0.234
8 H -1.230 -1.735 0.990  0.179
9 H -1.857 -1.510 -0.713  0.206
10 H -0.078 0.289 1.127  0.254
11 H 1.892 -1.010 -0.199  0.177
12 H 1.709 0.333 -1.336  0.167
13 H 3.215 0.708 0.428  0.475
14 H -0.334 1.827 -1.355  0.129

Results
Energy ... -307.5670 hartree
Energy relative to the best compared isomer or geometry (same formula, charge and spin) ... 381.81 kJ/mol
E_HOMO ... -0.3540 hartree
Frontier orbital gap ... 0.377 Eh
E_LUMO ... 0.63 eV

Below is a molecular structure, C25H36As2BrN2O8P2SiTa, with properties calculated with wB97M-V/def2-TZVPD.

Last column: Löwdin charge in e.
CARTESIAN COORDINATES (ANGSTROEM)
1 Ta -0.104 0.282 -0.170  1.614
2 Br 1.055 -3.935 6.177  0.830
3 C 0.443 -3.163 4.579  -0.695
4 C 0.202 -1.795 4.528  -0.105
5 C -0.240 -1.218 3.349  -0.037
6 C -0.447 -2.020 2.235  -0.312
7 C -0.212 -3.387 2.283  -0.029
8 C 0.239 -3.962 3.463  -0.100
9 N -1.004 -1.429 1.045  -0.027
10 C -2.147 -1.876 0.695  -0.020
11 C -2.903 -1.257 -0.375  -0.251
12 C -4.145 -1.740 -0.732  0.037
13 C -4.873 -1.050 -1.697  0.003
14 C -4.324 0.092 -2.237  0.010
15 C -3.062 0.510 -1.821  -0.076
16 N -2.354 -0.150 -0.913  0.022
17 H 0.349 -1.189 5.411  0.116
18 H -0.454 -0.158 3.299  0.100
19 H -0.379 -3.999 1.404  0.129
20 H 0.426 -5.026 3.514  0.118
21 H -2.610 -2.686 1.254  0.162
22 H -4.538 -2.631 -0.261  0.135
23 H -5.849 -1.398 -2.005  0.131
24 H -4.856 0.672 -2.978  0.129
25 H -2.611 1.402 -2.231  0.116
26 C 2.839 -1.490 2.355  -0.219
27 As 2.293 -0.955 0.576  1.161
28 C 2.605 -2.540 -0.473  -0.223
29 C 3.723 0.268 0.107  -0.408
30 C 4.977 -0.200 -0.252  -0.072
31 C 5.981 0.705 -0.579  -0.041
32 C 5.734 2.067 -0.542  -0.044
33 C 4.478 2.541 -0.174  -0.070
34 C 3.478 1.639 0.151  -0.413
35 As 1.711 2.131 0.707  1.136
36 C 1.915 2.265 2.634  -0.219
37 C 1.385 3.940 0.118  -0.213
38 H 3.908 -1.692 2.308  0.055
39 H 2.309 -2.391 2.649  0.022
40 H 2.651 -0.704 3.081  0.026
41 H 3.572 -2.953 -0.192  0.048
42 H 2.574 -2.295 -1.532  0.022
43 H 1.824 -3.265 -0.248  0.039
44 H 5.187 -1.262 -0.296  0.108
45 H 6.957 0.340 -0.867  0.121
46 H 6.517 2.767 -0.799  0.120
47 H 4.297 3.608 -0.147  0.106
48 H 2.229 3.275 2.897  0.054
49 H 2.692 1.569 2.944  0.030
50 H 0.982 2.029 3.137  -0.001
51 H 2.208 4.577 0.435  0.046
52 H 0.461 4.290 0.574  0.026
53 H 1.285 3.972 -0.965  0.040
54 O 1.065 2.341 -3.529  -0.005
55 P 0.584 1.174 -2.637  0.235
56 O 1.553 0.567 -1.652  -0.446
57 O -0.509 1.678 -1.666  -0.380
58 O 0.015 0.042 -3.566  -0.206
59 P 0.088 -1.544 -2.992  0.296
60 O -1.303 -2.092 -3.493  -0.070
61 O 1.279 -2.205 -3.497  -0.207
62 O -0.112 -1.365 -1.468  -0.447
63 H 1.527 2.134 -4.355  0.136
64 H -1.230 -2.621 -4.299  0.114
65 C -2.442 3.658 0.408  -0.142
66 Si -2.155 2.400 1.754  0.374
67 C -3.694 1.433 2.146  -0.145
68 C -1.441 3.170 3.284  -0.157
69 O -1.084 1.218 1.133  -0.529
70 H -3.515 3.785 0.249  0.048
71 H -1.997 3.358 -0.542  0.014
72 H -2.039 4.638 0.672  0.041
73 H -4.455 2.058 2.616  0.051
74 H -3.476 0.610 2.833  0.040
75 H -4.132 1.015 1.236  0.026
76 H -2.221 3.799 3.722  0.056
77 H -0.584 3.817 3.097  0.030
78 H -1.169 2.432 4.043  0.038

Results
Energy ... -9760.4879 hartree
Energy relative to the best compared isomer or geometry (same formula, charge and spin) ... 33.16 kJ/mol
E_HOMO ... -0.5110 hartree
Total charge ... +2
Frontier orbital gap ... 0.271 Eh
E_LUMO ... -6.52 eV

Below is a molecular structure, C26H27F9HfN6O2P2, with properties calculated with wB97M-V/def2-TZVPD.

Last column: Löwdin charge in e.
CARTESIAN COORDINATES (ANGSTROEM)
1 Hf -0.699 0.475 0.239  1.576
2 C 1.402 -2.567 -1.185  -0.209
3 P 1.397 -1.241 0.053  0.940
4 C 3.034 -0.501 -0.080  -0.383
5 C 3.474 -0.081 -1.339  -0.109
6 C 4.733 0.474 -1.486  -0.065
7 C 5.558 0.621 -0.376  -0.047
8 C 5.124 0.212 0.875  -0.049
9 C 3.862 -0.351 1.029  -0.084
10 C 1.295 -2.072 1.649  -0.388
11 C 2.083 -3.176 1.975  -0.066
12 C 1.958 -3.770 3.221  -0.039
13 C 1.053 -3.269 4.151  -0.038
14 C 0.257 -2.175 3.839  -0.047
15 C 0.391 -1.592 2.589  -0.142
16 H 2.329 -3.128 -1.071  0.068
17 H 1.367 -2.160 -2.195  0.052
18 H 0.552 -3.229 -1.032  0.047
19 H 2.845 -0.205 -2.214  0.094
20 H 5.076 0.795 -2.461  0.118
21 H 6.542 1.057 -0.490  0.121
22 H 5.768 0.326 1.737  0.120
23 H 3.535 -0.670 2.010  0.112
24 H 2.805 -3.568 1.268  0.119
25 H 2.572 -4.625 3.473  0.121
26 H 0.971 -3.731 5.126  0.121
27 H -0.443 -1.776 4.560  0.121
28 H -0.241 -0.725 2.382  0.046
29 F -2.299 3.086 2.409  0.230
30 C -2.883 2.787 1.277  -0.528
31 F -1.883 2.854 0.297  0.050
32 F -3.792 3.686 0.977  0.236
33 C -3.384 1.317 1.227  -0.244
34 O -2.281 0.515 1.447  -0.228
35 C -3.929 0.989 -0.200  -0.510
36 F -2.804 0.914 -1.045  0.034
37 F -4.713 1.899 -0.724  0.236
38 F -4.498 -0.194 -0.254  0.228
39 C -4.484 1.038 2.289  -0.563
40 F -4.629 -0.276 2.440  0.192
41 F -4.148 1.563 3.459  0.213
42 F -5.639 1.564 1.888  0.208
43 N -3.358 -4.475 0.871  0.182
44 C -2.807 -3.587 0.023  -0.334
45 C -2.199 -2.402 0.493  -0.043
46 N -1.643 -1.556 -0.358  -0.098
47 C -1.684 -1.834 -1.677  -0.159
48 C -2.299 -2.987 -2.113  -0.078
49 N -2.850 -3.862 -1.280  0.167
50 H -3.432 -4.301 1.857  0.118
51 H -3.828 -5.278 0.486  0.127
52 H -2.193 -2.147 1.545  0.119
53 H -1.234 -1.130 -2.366  0.107
54 H -2.347 -3.212 -3.172  0.129
55 C -1.379 2.693 -3.504  -0.140
56 P 0.048 2.625 -2.452  0.673
57 C 0.156 4.165 -1.577  -0.137
58 C 1.503 2.413 -3.434  -0.145
59 O -0.091 1.397 -1.484  -0.502
60 H -1.259 3.506 -4.222  0.085
61 H -2.274 2.876 -2.908  0.063
62 H -1.487 1.755 -4.050  0.076
63 H 0.603 4.900 -2.250  0.090
64 H 0.804 4.083 -0.707  0.040
65 H -0.834 4.502 -1.273  0.066
66 H 1.520 3.189 -4.202  0.085
67 H 1.494 1.434 -3.913  0.072
68 H 2.390 2.527 -2.806  0.036
69 N 0.555 1.580 1.437  0.004
70 C 1.585 2.155 1.218  -0.301
71 N 2.663 2.724 1.076  0.173
72 C 3.125 3.319 -0.019  -0.319
73 N 3.518 3.833 -0.973  0.177

Results
Energy ... -3115.2492 hartree
E_HOMO ... -0.5294 hartree
Total charge ... +2
Frontier orbital gap ... 0.306 Eh
E_LUMO ... -6.09 eV

Below is 2 unconnected molecules or ions with the total composition H4OS, with properties calculated with wB97M-V/def2-TZVPD.

Last column: natural (NBO) charge in e.
CARTESIAN COORDINATES (ANGSTROEM)
1 O -3.572 -0.019 -1.617  -0.940
2 H -3.076 -0.391 -0.852  0.470
3 H -3.004 -0.210 -2.397  0.470
4 S 3.582 -0.297 1.593  -0.286
5 H 3.596 0.824 2.338  0.144
6 H 2.475 0.093 0.934  0.142

Results
Energy ... -475.8064 hartree
Energy relative to the best compared isomer or geometry (same formula, charge and spin) ... 12.34 kJ/mol
E_HOMO ... -0.3633 hartree
Frontier orbital gap ... 0.387 Eh
E_LUMO ... 0.63 eV

Below is a molecular structure, C36H49Cl2N2O4PdSTe, with properties calculated with wB97M-V/def2-TZVPD.

Last column: Mulliken spin population.
CARTESIAN COORDINATES (ANGSTROEM)
1 Pd 0.422 0.412 0.174  1.476
2 Cl 2.153 0.678 2.129  0.041
3 C 3.232 2.009 1.812  0.106
4 C 4.246 2.230 2.700  -0.025
5 C 5.127 3.293 2.459  0.155
6 C 4.988 4.103 1.343  -0.052
7 C 3.960 3.869 0.450  0.126
8 Cl 3.816 4.873 -0.925  0.032
9 C 3.024 2.810 0.654  0.028
10 S 1.764 2.565 -0.435  0.820
11 H 4.364 1.602 3.570  0.004
12 H 5.931 3.480 3.155  0.007
13 H 5.673 4.917 1.163  0.003
14 C -1.216 0.450 2.811  -0.014
15 O -1.407 0.732 1.419  0.072
16 C -2.607 0.144 0.879  -0.011
17 C -2.518 -1.326 0.561  0.001
18 O -1.697 -1.492 -0.581  -0.001
19 C -1.591 -2.844 -0.976  0.032
20 H -2.145 0.642 3.349  0.002
21 H -0.449 1.131 3.172  0.006
22 H -0.900 -0.582 2.965  0.000
23 H -2.834 0.700 -0.028  -0.001
24 H -3.408 0.317 1.604  0.004
25 H -3.532 -1.694 0.355  0.001
26 H -2.121 -1.898 1.412  0.000
27 H -2.569 -3.251 -1.248  0.007
28 H -1.160 -3.453 -0.172  0.004
29 H -0.933 -2.882 -1.846  -0.006
30 O 0.554 -1.581 1.160  0.039
31 C 1.406 -2.476 1.330  -0.013
32 C 1.145 -3.586 2.311  0.003
33 C 1.049 -4.993 1.665  0.001
34 C 1.530 -5.085 0.218  0.000
35 C 3.029 -4.853 0.043  0.000
36 C 3.518 -3.596 0.761  -0.001
37 N 2.560 -2.493 0.671  0.002
38 H 0.222 -3.333 2.830  0.001
39 H 1.944 -3.560 3.056  0.000
40 H 0.008 -5.314 1.704  0.000
41 H 1.608 -5.699 2.281  0.000
42 H 0.976 -4.366 -0.395  0.000
43 H 1.273 -6.067 -0.177  0.000
44 H 3.271 -4.796 -1.019  0.000
45 H 3.586 -5.702 0.445  0.000
46 H 4.459 -3.239 0.346  0.000
47 H 3.702 -3.797 1.817  0.000
48 H 2.699 -1.777 -0.030  -0.001
49 C -1.559 3.341 -0.668  0.061
50 C -1.317 2.276 -1.701  0.010
51 O -1.826 2.428 -2.853  0.254
52 N -0.583 1.215 -1.451  0.487
53 Te -0.817 0.252 -3.432  0.886
54 C -1.220 -0.835 -5.343  0.270
55 C -0.268 -1.673 -5.898  -0.008
56 C 1.004 -2.083 -5.219  0.059
57 C -0.538 -2.132 -7.189  0.020
58 C -1.707 -1.802 -7.858  0.008
59 C -1.979 -2.313 -9.243  0.002
60 C -2.646 -0.996 -7.213  0.020
61 C -2.438 -0.501 -5.933  -0.061
62 C -3.485 0.349 -5.271  0.051
63 C 1.063 1.017 -3.922  0.137
64 C 2.179 0.631 -3.181  -0.085
65 C 2.177 -0.443 -2.122  0.081
66 C 3.393 1.256 -3.453  -0.003
67 C 3.512 2.233 -4.431  0.006
68 C 4.825 2.904 -4.707  0.002
69 C 2.377 2.576 -5.159  0.003
70 C 1.141 1.986 -4.928  -0.159
71 C -0.044 2.390 -5.759  0.071
72 H -1.585 4.312 -1.157  -0.002
73 H -0.812 3.326 0.124  -0.010
74 H -2.536 3.168 -0.213  0.002
75 H 0.914 -2.041 -4.131  0.014
76 H 1.834 -1.441 -5.517  0.001
77 H 1.257 -3.108 -5.487  0.003
78 H 0.186 -2.777 -7.671  0.007
79 H -1.180 -2.965 -9.590  0.000
80 H -2.072 -1.486 -9.947  0.001
81 H -2.914 -2.871 -9.271  0.001
82 H -3.570 -0.749 -7.721  0.004
83 H -4.340 0.469 -5.932  0.002
84 H -3.116 1.347 -5.026  -0.010
85 H -3.849 -0.107 -4.347  -0.001
86 H 1.174 -0.676 -1.724  0.041
87 H 2.827 -0.147 -1.291  0.017
88 H 2.569 -1.384 -2.520  0.005
89 H 4.270 0.967 -2.884  -0.005
90 H 5.605 2.547 -4.038  0.000
91 H 4.740 3.984 -4.590  0.000
92 H 5.147 2.716 -5.731  0.000
93 H 2.452 3.333 -5.929  0.000
94 H 0.210 3.237 -6.392  0.001
95 H -0.895 2.682 -5.139  -0.021
96 H -0.357 1.571 -6.409  -0.011

Results
Energy ... -3525.4591 hartree
Energy relative to the best compared isomer or geometry (same formula, charge and spin) ... 125.25 kJ/mol
E_HOMO (alpha / beta) ... -0.4680 / -0.4897 hartree
2S+1 ... 6
Total charge ... +2
<S²> ... 8.802
Frontier orbital gap (alpha / beta) ... 0.302 / 0.191 Eh
E_LUMO (alpha / beta) ... -4.53 / -8.13 eV

Below is a molecular structure, C8H16LiO6P, with properties calculated with wB97M-V/def2-TZVPD.

Last column: natural (NBO) charge in e.
CARTESIAN COORDINATES (ANGSTROEM)
1 Li 23.927 14.650 4.245  0.868
2 P 25.117 16.280 2.842  2.483
3 O 26.349 15.801 2.020  -1.308
4 O 24.854 17.806 2.668  -1.295
5 O 25.244 15.992 4.372  -1.375
6 O 23.929 15.309 2.428  -1.381
7 C 26.349 11.572 5.685  -0.433
8 C 25.776 11.133 4.352  -0.426
9 C 25.051 12.366 3.876  -0.111
10 O 24.484 12.896 5.090  -0.563
11 C 25.477 12.782 6.115  -0.077
12 H 27.390 11.907 5.579  0.203
13 H 26.438 10.784 6.439  0.182
14 H 25.063 10.326 4.562  0.177
15 H 26.524 10.779 3.640  0.208
16 H 24.260 12.168 3.156  0.203
17 H 25.705 13.142 3.450  0.254
18 H 24.933 12.524 7.023  0.158
19 H 26.033 13.715 6.161  0.226
20 C 20.539 15.299 6.456  -0.428
21 C 20.164 15.916 5.103  -0.435
22 C 21.323 15.501 4.181  -0.078
23 O 22.042 14.488 4.891  -0.546
24 C 21.346 14.059 6.033  -0.050
25 H 19.716 15.108 7.147  0.186
26 H 21.232 15.974 6.969  0.205
27 H 20.065 16.994 5.206  0.213
28 H 19.231 15.452 4.768  0.177
29 H 22.023 16.313 3.988  0.262
30 H 20.908 15.116 3.251  0.179
31 H 22.025 13.682 6.795  0.186
32 H 20.662 13.243 5.746  0.135

Results
Energy ... -1114.8324 hartree
Energy relative to the best compared isomer or geometry (same formula, charge and spin) ... 40.84 kJ/mol
E_HOMO ... 0.0656 hartree
Total charge ... -2
Frontier orbital gap ... 0.104 Eh
E_LUMO ... 4.61 eV

Below is 2 unconnected molecules or ions with the total composition C5H15N3, with properties calculated with wB97M-V/def2-TZVPD.

Last column: natural (NBO) charge in e.
CARTESIAN COORDINATES (ANGSTROEM)
1 C 0.107 -0.094 -1.228  -0.304
2 N 1.330 -0.414 -2.043  -0.475
3 C -2.486 1.929 -0.160  -0.445
4 N -1.208 2.532 0.363  -0.682
5 C 0.516 -0.287 0.195  -0.083
6 C 0.971 -1.802 0.295  -0.375
7 C 2.004 -2.023 1.366  -0.615
8 N -0.408 0.211 1.221  -0.710
9 H -0.828 -0.668 -1.511  0.214
10 H 0.047 1.002 -1.410  0.252
11 H 1.006 -0.012 -2.901  0.307
12 H -2.659 2.483 -1.053  0.197
13 H -2.405 0.854 -0.381  0.196
14 H -0.519 3.109 -0.107  0.368
15 H -3.399 2.115 0.603  0.207
16 H 1.424 0.389 0.222  0.191
17 H 0.048 -2.383 0.416  0.190
18 H 1.385 -2.019 -0.653  0.232
19 H 2.884 -1.415 0.955  0.200
20 H 2.406 -2.965 1.642  0.220
21 H 1.704 -1.457 2.216  0.218
22 H -0.640 1.316 0.851  0.369
23 H -1.279 -0.401 1.104  0.329

Results
Energy ... -363.4458 hartree
Energy relative to the best compared isomer or geometry (same formula, charge and spin) ... 896.06 kJ/mol
E_HOMO ... -0.2764 hartree
Frontier orbital gap ... 0.147 Eh
E_LUMO ... -3.52 eV

Below is a single C2H6N4S molecule, with properties calculated with wB97M-V/def2-TZVPD.

Last column: natural (NBO) charge in e.
CARTESIAN COORDINATES (ANGSTROEM)
1 C -0.752 -0.629 -0.330  0.154
2 C 0.166 -0.029 1.786  0.286
3 H -0.041 1.563 -1.384  0.361
4 H -0.261 0.990 -2.953  0.372
5 H -1.507 -1.337 0.019  0.198
6 H 2.645 -0.095 -0.384  0.108
7 H 1.047 -0.100 2.425  0.173
8 H -1.678 0.400 1.554  0.335
9 N -0.065 0.742 -2.000  -0.668
10 N -0.918 -0.231 -1.524  -0.227
11 N 0.439 -0.391 0.506  -0.638
12 N -0.949 0.255 2.267  -0.677
13 S 1.872 -1.138 0.018  0.224

Results
Energy ... -696.9373 hartree
Energy relative to the best compared isomer or geometry (same formula, charge and spin) ... 233.02 kJ/mol
E_HOMO ... -0.3318 hartree
Frontier orbital gap ... 0.354 Eh
E_LUMO ... 0.61 eV

What is the formula in the fifth record? C36H49Cl2N2O4PdSTe